{
  "formula": "C30H59BrF3N7O7",
  "method": "ωB97M-V with the def2-TZVPD basis set",
  "elements": ["C", "C", "C", "C", "C", "C", "O", "C", "Br", "C", "N", "C", "C", "C", "F", "C", "F", "F", "H", "H", "H", "H", "H", "H", "H", "H", "H", "H", "H", "H", "H", "H", "H", "H", "H", "C", "N", "C", "C", "O", "H", "H", "H", "H", "H", "H", "H", "C", "N", "C", "C", "O", "H", "H", "H", "H", "H", "H", "H", "C", "N", "C", "C", "O", "H", "H", "H", "H", "H", "H", "H", "C", "N", "C", "C", "O", "H", "H", "H", "H", "H", "H", "H", "C", "N", "C", "C", "O", "H", "H", "H", "H", "H", "H", "H", "C", "N", "C", "C", "O", "H", "H", "H", "H", "H", "H", "H"],
  "coordinates": [[-4.440, 4.129, 3.579], [-4.071, 4.063, 2.443], [-3.550, 3.621, 1.148], [-2.182, 2.923, 1.245], [-2.231, 1.371, 1.231], [-3.374, 0.863, 2.101], [-3.207, -0.462, 2.611], [-3.149, -1.500, 1.702], [-3.867, -3.082, 2.715], [-4.056, -1.383, 0.483], [-5.460, -1.136, 0.800], [-1.719, -1.846, 1.225], [-0.954, -2.965, 1.935], [0.478, -2.894, 1.481], [1.444, -3.354, 2.331], [0.891, -2.490, 0.241], [0.845, -1.237, -0.203], [1.398, -3.297, -0.694], [-4.830, 4.141, 4.566], [-3.399, 4.535, 0.567], [-4.295, 3.046, 0.601], [-1.647, 3.187, 0.334], [-1.587, 3.265, 2.085], [-2.322, 1.085, 0.184], [-1.278, 1.052, 1.648], [-3.367, 1.499, 2.984], [-4.354, 1.023, 1.653], [-3.983, -2.340, -0.037], [-3.715, -0.628, -0.228], [-6.089, -1.672, 0.229], [-5.666, -1.231, 1.782], [-1.090, -0.965, 1.264], [-1.794, -2.117, 0.169], [-1.270, -3.960, 1.627], [-0.949, -2.853, 3.018], [0.854, -2.473, -6.162], [0.391, -2.223, -4.809], [1.321, -2.335, -3.697], [-0.881, -1.889, -4.539], [-1.329, -1.673, -3.427], [1.239, -3.492, -6.238], [1.652, -1.772, -6.414], [0.044, -2.349, -6.876], [0.964, -3.088, -2.999], [1.380, -1.382, -3.169], [2.306, -2.612, -4.062], [-1.512, -1.829, -5.443], [2.737, 3.474, 4.591], [1.829, 3.766, 3.493], [1.673, 2.786, 2.432], [1.123, 4.907, 3.423], [0.346, 5.189, 2.529], [3.742, 3.328, 4.201], [2.415, 2.566, 5.100], [2.743, 4.293, 5.301], [1.951, 3.227, 1.474], [0.632, 2.467, 2.370], [2.303, 1.924, 2.635], [1.307, 5.583, 4.277], [-0.470, 2.066, -9.372], [-0.583, 0.667, -9.007], [-1.634, 0.259, -8.088], [0.253, -0.268, -9.491], [0.203, -1.454, -9.221], [-0.295, 2.672, -8.481], [-1.391, 2.402, -9.853], [0.359, 2.206, -10.062], [-1.195, -0.201, -7.203], [-2.285, -0.473, -8.567], [-2.219, 1.126, -7.792], [1.011, 0.144, -10.178], [6.492, 6.169, 6.624], [6.317, 4.737, 6.484], [7.490, 3.886, 6.370], [5.101, 4.164, 6.457], [4.892, 2.972, 6.343], [7.023, 6.567, 5.758], [7.067, 6.390, 7.525], [5.523, 6.659, 6.698], [7.461, 3.338, 5.428], [7.505, 3.161, 7.184], [8.389, 4.496, 6.409], [4.283, 4.896, 6.554], [-2.480, -5.109, -5.423], [-3.584, -5.140, -6.361], [-3.744, -6.289, -7.236], [-4.474, -4.133, -6.450], [-5.415, -4.107, -7.217], [-1.534, -5.165, -5.969], [-2.548, -5.956, -4.737], [-2.503, -4.186, -4.847], [-3.702, -5.971, -8.278], [-4.713, -6.757, -7.062], [-2.952, -7.008, -7.043], [-4.266, -3.309, -5.744], [3.704, -1.575, 7.031], [2.629, -1.378, 6.081], [2.173, -2.505, 5.280], [2.036, -0.182, 5.910], [1.135, 0.040, 5.123], [4.604, -1.914, 6.514], [3.417, -2.325, 7.772], [3.925, -0.641, 7.544], [2.291, -2.274, 4.224], [1.115, -2.690, 5.472], [2.749, -3.393, 5.527], [2.454, 0.605, 6.561]],
  "atomic_forces_ev_per_a": [[-0.34, 0.18, 0.38], [0.04, -1.17, -0.16], [0.41, 1.35, 0.04], [-0.08, -0.80, -0.71], [-0.39, 1.01, 0.13], [0.51, 0.57, 0.35], [-0.07, -0.06, -0.03], [0.17, -0.44, -0.32], [-0.04, 0.08, 0.08], [-1.03, -0.47, -0.16], [0.28, 0.82, -0.03], [-0.21, -0.42, -0.11], [1.43, 1.32, 0.45], [0.20, 1.20, -0.42], [-0.45, -1.86, -0.66], [-0.16, -0.35, 0.49], [-1.22, -0.50, -0.71], [1.45, 0.52, 0.63], [0.06, 0.21, 0.06], [-0.03, -0.05, -0.19], [-0.04, -0.18, 0.08], [0.26, 0.20, 0.13], [-0.21, 0.30, 0.12], [0.10, -0.46, 0.03], [0.04, -0.31, -0.13], [-0.05, -0.23, 0.27], [-0.04, -0.39, -0.27], [0.27, -0.03, -0.05], [0.38, 0.16, 0.22], [-0.06, -0.18, 0.14], [-0.09, -0.23, 0.01], [-0.28, 0.28, 0.15], [0.02, 0.03, -0.08], [-0.38, -0.04, 0.23], [-0.42, -0.07, 0.07], [0.05, -0.01, 0.28], [0.06, -0.01, -0.15], [-0.22, 0.07, -0.01], [-0.16, 0.04, -0.04], [0.04, -0.06, 0.05], [0.03, 0.02, -0.10], [0.00, -0.04, -0.13], [0.01, 0.02, -0.02], [0.08, 0.01, 0.05], [0.05, -0.05, 0.08], [-0.02, 0.00, -0.08], [0.04, -0.01, -0.03], [-0.36, -0.23, -0.53], [0.07, 0.07, 0.15], [-0.08, 0.15, -0.02], [-0.06, -0.05, 0.04], [-0.01, 0.00, -0.07], [0.05, -0.03, 0.09], [0.10, 0.01, 0.04], [-0.11, 0.08, -0.05], [-0.02, -0.04, -0.03], [0.04, -0.07, -0.03], [-0.02, -0.01, 0.07], [0.03, -0.01, 0.00], [-0.14, -0.13, 0.14], [0.01, 0.13, -0.01], [0.11, -0.15, -0.11], [0.08, -0.04, -0.12], [-0.06, 0.01, 0.11], [0.01, 0.08, -0.05], [0.04, 0.08, -0.02], [0.01, -0.04, -0.01], [-0.06, 0.02, 0.04], [-0.04, 0.00, 0.06], [0.02, 0.03, -0.02], [-0.01, 0.02, 0.00], [0.14, -0.18, -0.03], [0.05, 0.08, -0.01], [-0.17, -0.08, 0.00], [-0.02, 0.10, 0.18], [0.21, -0.11, 0.13], [-0.01, 0.09, 0.03], [-0.02, 0.09, -0.01], [-0.02, -0.03, 0.00], [0.06, -0.03, 0.01], [0.06, -0.03, -0.02], [-0.02, 0.05, 0.00], [0.05, 0.05, 0.03], [-0.09, -0.13, -0.22], [0.10, 0.01, 0.11], [-0.13, 0.16, -0.01], [-0.05, 0.12, 0.03], [-0.01, -0.05, -0.05], [0.07, 0.00, 0.13], [0.10, 0.04, 0.05], [-0.04, 0.00, 0.02], [-0.01, -0.07, -0.02], [0.01, -0.05, -0.05], [0.03, 0.02, 0.04], [0.03, -0.02, 0.02], [-0.12, -0.11, -0.13], [0.05, -0.05, 0.11], [-0.07, 0.29, 0.01], [0.10, 0.08, 0.09], [-0.04, 0.00, -0.14], [0.05, 0.01, 0.08], [0.08, 0.01, 0.04], [-0.01, 0.03, -0.03], [-0.03, -0.08, -0.03], [0.00, -0.07, -0.06], [0.04, 0.03, 0.05], [0.03, -0.03, 0.01]],
  "lowdin_charge": [0.1049, -0.1465, -0.2086, -0.1828, -0.1624, -0.1815, -0.1403, -0.7524, 0.7828, -0.3000, -0.0022, -0.1660, -0.1685, -0.1939, 0.0429, -0.2716, 0.1341, 0.1189, 0.0225, 0.1098, 0.1169, 0.1094, 0.0951, 0.1111, 0.1012, 0.1245, 0.1162, 0.1089, 0.1152, 0.0672, 0.0410, 0.0994, 0.1259, 0.1134, 0.1091, -0.0552, -0.1862, -0.0380, -0.3817, 0.0006, 0.0910, 0.0920, 0.0610, 0.0757, 0.0925, 0.0902, 0.1218, -0.0589, -0.1777, -0.0284, -0.3566, 0.0012, 0.0885, 0.0766, 0.0630, 0.0938, 0.0733, 0.0881, 0.1312, -0.0568, -0.1954, -0.0305, -0.3495, 0.0035, 0.0903, 0.0905, 0.0823, 0.0685, 0.0988, 0.0899, 0.1335, -0.0537, -0.1919, -0.0371, -0.3670, 0.0033, 0.0905, 0.0901, 0.0844, 0.0931, 0.0927, 0.0858, 0.1264, -0.0546, -0.1984, -0.0420, -0.3594, 0.0127, 0.0882, 0.0912, 0.0672, 0.0925, 0.0923, 0.0841, 0.1327, -0.0582, -0.1952, -0.0385, -0.3592, 0.0062, 0.0886, 0.0879, 0.0829, 0.0747, 0.0942, 0.0881, 0.1287],
  "smiles": "C#CCCCCO[C@@](Br)(CN)CCC(F)=C(F)F.CN(C)C=O.CN(C)C=O.CN(C)C=O.CN(C)C=O.CN(C)C=O.CN(C)C=O",
  "charge": 0,
  "e_tot_ev": -135019.438,
  "molar_mass_da": 766.742,
  "orbital_gap_ev": 8.3
}

{
  "formula": "C30H59ClIrP2Si2",
  "method": "ωB97M-V with the def2-TZVPD basis set",
  "elements": ["Ir", "C", "C", "C", "Si", "C", "C", "Si", "H", "H", "H", "Cl", "C", "C", "C", "C", "H", "H", "H", "H", "H", "H", "H", "H", "H", "H", "H", "H", "C", "C", "P", "H", "H", "P", "H", "H", "C", "C", "C", "C", "C", "H", "C", "H", "H", "H", "H", "H", "H", "H", "C", "C", "H", "H", "H", "H", "H", "H", "H", "C", "C", "H", "H", "H", "H", "H", "H", "C", "C", "H", "H", "H", "H", "H", "H", "H", "C", "H", "H", "H", "C", "C", "C", "C", "C", "C", "H", "H", "H", "H", "H", "H", "H", "H", "H"],
  "coordinates": [[-0.183, 0.992, -0.162], [2.168, -0.160, -1.844], [1.315, -1.297, -1.819], [-0.028, -0.853, -2.003], [1.932, -3.051, -1.575], [0.004, 0.602, -2.255], [1.418, 1.028, -2.065], [2.060, 2.771, -2.016], [3.234, -0.183, -1.740], [-0.919, -1.462, -2.174], [-0.745, 1.113, -2.863], [-2.281, 0.323, 0.320], [3.913, 2.886, -1.776], [1.579, 3.622, -3.609], [3.770, -3.081, -1.240], [1.531, -4.049, -3.097], [2.267, 3.248, -4.380], [1.716, 4.707, -3.508], [0.552, 3.403, -3.921], [4.262, 2.249, -0.951], [4.168, 3.932, -1.552], [4.425, 2.588, -2.702], [2.245, -3.767, -3.881], [0.518, -3.860, -3.470], [1.643, -5.123, -2.898], [4.329, -2.983, -2.180], [4.052, -4.034, -0.771], [4.065, -2.262, -0.571], [1.207, 3.521, -0.505], [1.040, -3.756, -0.059], [-0.577, 3.175, -0.350], [1.368, 4.600, -0.466], [1.667, 3.037, 0.382], [-0.699, -3.203, 0.060], [1.576, -3.361, 0.823], [1.118, -4.856, -0.033], [-1.285, -3.878, 1.702], [-1.620, -4.278, -1.172], [-1.510, 3.820, -1.812], [-1.267, 4.020, 1.120], [-1.421, 3.108, 2.343], [-2.272, 4.338, 0.803], [-0.416, 5.246, 1.449], [0.594, 4.954, 1.763], [-0.898, 5.770, 2.284], [-0.338, 5.948, 0.611], [-2.294, 2.449, 2.243], [-1.533, 3.723, 3.244], [-0.538, 2.461, 2.456], [-1.132, 3.259, -2.683], [-1.214, 5.310, -1.981], [-3.017, 3.550, -1.697], [-0.147, 5.527, -2.100], [-1.609, 5.893, -1.137], [-1.725, 5.652, -2.889], [-3.259, 2.507, -1.940], [-3.536, 4.205, -2.409], [-3.404, 3.779, -0.695], [-1.245, -3.933, -2.152], [-3.125, -3.983, -1.092], [-1.321, -5.767, -1.022], [-0.270, -6.017, -1.204], [-1.917, -6.314, -1.766], [-1.611, -6.140, -0.030], [-3.344, -2.921, -1.271], [-3.533, -4.263, -0.108], [-3.645, -4.577, -1.854], [-1.461, -2.669, 2.631], [-0.389, -4.944, 2.329], [-2.277, -4.314, 1.501], [0.610, -4.548, 2.552], [-0.280, -5.834, 1.698], [-0.844, -5.262, 3.275], [-0.540, -2.070, 2.666], [-1.704, -3.009, 3.647], [-2.262, -2.008, 2.274], [-3.840, -0.151, -2.853], [-3.015, 0.442, -3.316], [-3.119, -0.766, -2.240], [-4.040, 0.539, -2.013], [-0.249, 0.280, 4.515], [1.134, 0.296, 3.870], [1.928, 1.555, 4.202], [1.911, -0.991, 4.084], [0.994, 0.322, 2.467], [0.720, 0.711, 1.334], [-0.092, 0.207, 5.600], [-0.853, -0.562, 4.155], [-0.818, 1.188, 4.268], [2.156, 1.532, 5.271], [2.845, 1.593, 3.601], [1.349, 2.457, 3.949], [1.322, -1.858, 3.749], [2.825, -0.982, 3.477], [2.133, -1.056, 5.150]],
  "atomic_forces_ev_per_a": [[-1.55, -1.26, -3.60], [-1.29, 0.04, -0.37], [0.09, 0.03, 0.03], [0.96, 1.16, -1.05], [-0.70, 0.38, 0.43], [1.07, -1.05, -0.37], [-0.54, -0.74, -0.35], [-0.49, -0.55, -0.07], [0.36, -0.03, 0.25], [0.41, 0.24, 0.31], [0.20, -0.05, 0.25], [-2.41, -0.80, 0.25], [-0.09, 0.01, -0.03], [0.24, 0.23, 0.05], [0.17, 0.03, -0.14], [0.17, -0.18, -0.18], [-0.22, 0.16, 0.05], [-0.08, -0.14, -0.24], [0.25, 0.09, 0.03], [-0.06, 0.18, -0.19], [0.07, -0.27, -0.05], [-0.04, 0.07, 0.26], [-0.20, -0.12, 0.03], [0.20, -0.05, 0.07], [-0.04, 0.12, -0.13], [-0.01, 0.01, 0.23], [-0.02, 0.20, -0.10], [-0.04, -0.20, -0.09], [-0.04, 1.31, 0.15], [0.24, -0.46, -0.06], [0.03, 0.61, -0.42], [0.39, 0.19, 0.09], [-0.18, 0.45, -0.42], [-0.60, 0.45, 0.09], [-0.23, -0.06, -0.26], [0.17, 0.29, 0.06], [0.05, -0.05, -0.26], [0.55, 0.11, 0.33], [0.39, 0.18, 0.22], [-0.11, 0.42, -0.03], [0.09, -0.23, -0.12], [0.31, 0.10, 0.14], [-0.22, 0.32, 0.39], [-0.23, 0.09, -0.05], [0.22, 0.05, -0.10], [0.07, -0.15, 0.18], [0.30, 0.15, 0.02], [-0.03, -0.07, -0.09], [-0.34, 0.33, 0.07], [-0.03, 0.27, 0.34], [-0.29, 0.18, -0.38], [0.05, -0.05, -0.01], [-0.16, -0.07, 0.09], [0.08, -0.14, -0.23], [0.10, 0.15, 0.11], [0.07, 0.32, 0.20], [0.02, -0.18, 0.10], [0.01, -0.12, -0.31], [-0.18, -0.14, 0.21], [0.14, -0.04, -0.05], [-0.36, -0.22, -0.33], [-0.18, 0.11, 0.09], [0.12, -0.11, 0.13], [0.06, 0.11, -0.24], [0.07, -0.26, 0.11], [0.06, 0.09, -0.32], [-0.02, 0.11, 0.14], [-0.12, -0.18, 0.08], [-0.23, -0.09, 0.26], [0.25, 0.07, 0.16], [-0.17, -0.10, -0.04], [0.05, 0.24, 0.11], [0.18, -0.04, -0.05], [-0.19, -0.16, -0.04], [0.05, 0.13, -0.07], [0.23, -0.10, 0.05], [4.36, 1.67, 2.92], [-1.16, -0.31, -1.50], [-1.40, -1.21, -0.89], [-1.85, -0.22, -0.51], [-0.12, 0.01, 0.39], [0.00, -0.41, -0.31], [0.17, 0.22, 0.32], [0.28, -0.35, 0.77], [-0.48, 0.83, -0.89], [2.57, -1.24, 2.74], [-0.37, 0.02, -0.11], [0.29, 0.13, 0.24], [0.30, -0.18, 0.22], [0.16, 0.29, -0.04], [-0.08, -0.08, 0.34], [0.10, -0.32, 0.25], [0.14, 0.27, 0.33], [-0.07, 0.04, 0.37], [0.27, -0.47, 0.04]],
  "lowdin_spin": [1.7637, 0.1970, 0.1505, 0.1595, 0.0145, 0.0777, 0.1105, 0.0120, 0.0091, 0.0043, 0.0163, 0.3450, 0.0011, 0.0022, 0.0004, 0.0040, 0.0003, 0.0003, 0.0002, 0.0000, 0.0001, 0.0003, 0.0001, 0.0003, 0.0006, 0.0002, -0.0001, 0.0002, 0.0328, 0.0037, 0.1887, 0.0059, 0.0055, 0.0059, 0.0003, 0.0005, 0.0015, 0.0006, 0.0439, 0.0233, 0.0036, 0.0005, 0.0082, 0.0002, 0.0018, 0.0002, 0.0005, -0.0001, 0.0009, 0.0009, 0.0153, 0.0030, 0.0005, 0.0004, 0.0040, 0.0008, 0.0003, 0.0003, 0.0001, 0.0000, 0.0002, 0.0000, 0.0000, 0.0000, -0.0001, 0.0000, 0.0000, 0.0039, 0.0004, 0.0001, 0.0001, 0.0000, 0.0001, 0.0032, 0.0002, 0.0022, 0.8266, 0.0561, 0.0513, 0.0552, 0.0148, 0.0592, 0.0261, 0.0249, 0.4276, 0.2068, 0.0022, 0.0007, 0.0002, 0.0049, 0.0014, 0.0003, 0.0012, 0.0020, 0.0036],
  "s2": 8.798,
  "charge": 0,
  "e_tot_ev": -81755.438,
  "spin_multiplicity": 6,
  "molar_mass_da": 765.592,
  "orbital_gap_ev": [6.2, 5.4]
}